Entry 1:
{"formula": "C40H40F4N2NdO6PS", "method": "ωB97M-V/def2-TZVPD", "e_lumo_ev": [0.340, 0.340], "multiplicity": 4, "elements": ["C", "C", "C", "H", "H", "C", "H", "O", "C", "H", "H", "H", "C", "F", "C", "H", "C", "C", "C", "H", "H", "C", "H", "C", "H", "C", "H", "O", "C", "C", "S", "H", "F", "H", "H", "C", "H", "C", "C", "C", "H", "O", "H", "H", "C", "H", "H", "H", "H", "H", "C", "H", "C", "C", "H", "C", "C", "O", "H", "H", "N", "H", "O", "C", "C", "C", "H", "C", "H", "C", "C", "C", "H", "C", "F", "H", "H", "C", "H", "C", "F", "Nd", "N", "C", "H", "C", "H", "C", "O", "H", "H", "C", "C", "H", "P"], "positions_angstrom": [[-2.55569, -4.41377, 0.11685], [0.88081, 6.72053, -1.29175], [-0.15009, 5.68403, -3.19285], [-2.01669, -0.09177, 3.33135], [0.50481, 7.72443, -3.14125], [-0.94849, -3.31407, 3.18325], [-0.67119, 3.62033, -2.96925], [-0.90979, -2.09477, 0.23265], [-3.27889, -5.58617, -0.03455], [-1.68219, -1.89877, -2.56775], [4.61961, -1.51667, 0.41335], [-1.63969, -4.24717, -0.43425], [3.48481, 0.02003, -3.21405], [0.44061, -2.03077, -5.08285], [-0.42379, -3.42557, 4.45825], [-4.69229, -0.20767, -1.78125], [-4.91869, -4.76537, 1.52215], [4.23031, 2.58833, 1.75705], [-3.01599, -3.42977, 0.97575], [5.00461, 3.41283, -0.06165], [-3.35389, 1.95033, -0.36925], [3.09401, 2.18983, 2.44365], [-1.80519, 3.92493, 0.74885], [-1.58349, -1.02887, 3.65435], [1.52161, -2.58147, -0.24815], [2.60911, -1.79807, 1.17655], [-3.19639, -0.08367, -3.57825], [-1.55789, 0.97503, 1.01935], [-0.46749, -2.34557, 5.32525], [-3.79529, -0.44547, -1.18715], [-2.10799, -1.86077, 1.11295], [-0.45389, 3.88203, 1.88615], [2.04211, 0.65893, -1.41625], [-0.90309, -4.14227, 2.48705], [0.03311, -4.35257, 4.76985], [1.84561, 2.30863, 1.85665], [5.20101, 2.48233, 2.21715], [1.09381, -0.66037, -3.18165], [0.22031, 4.40873, -1.18495], [1.73381, 2.81563, 0.56215], [-2.92599, -6.36277, -0.69865], [1.94191, -1.71937, -0.10985], [-1.82349, 1.03513, -3.38575], [-5.84289, -4.90477, 2.06175], [0.77581, 5.53633, -0.58815], [1.95551, -3.81377, 1.58355], [-4.01969, -0.28057, -0.13495], [1.32541, 7.58673, -0.82395], [4.68781, -0.62307, -4.89115], [-0.51749, 5.74403, -4.20685], [2.88301, 3.19523, -0.13115], [3.17501, 1.76763, 3.43485], [4.12231, 3.09753, 0.47255], [3.91681, -1.01467, 1.07765], [4.35671, -0.93947, 2.06815], [2.23911, -0.00547, -2.63525], [-4.45949, -5.75897, 0.67005], [0.83561, -0.31817, 1.79195], [-1.07729, -0.30707, 5.59135], [3.72631, -0.01127, 0.70185], [-0.04069, -0.59667, -2.49285], [-5.03359, -6.66587, 0.54985], [-2.14769, 2.09793, 2.84735], [3.72231, -0.61937, -4.42045], [-2.30379, 0.14143, -2.97065], [-1.51789, -2.11237, 2.79415], [-2.20749, 2.44243, -1.62485], [-0.98939, 3.30283, 1.12965], [-1.23169, -1.25337, -4.15695], [1.39131, -1.31087, -4.42195], [1.70321, -1.10917, 2.26815], [-0.24469, 4.49333, -2.49205], [2.80061, 3.57113, -1.14265], [0.41931, 6.79593, -2.59645], [4.49061, 0.68643, -2.61755], [3.32151, -3.26737, 2.54615], [3.57751, -3.71357, 0.85125], [-1.30129, -1.01297, -3.09535], [-4.54289, -2.81617, 2.34765], [-1.61409, 2.01363, 1.75585], [2.84601, -1.93887, -6.14985], [-0.03439, -0.04107, -0.17075], [-2.66319, 0.39633, -1.57225], [-3.05669, 1.79303, -1.40315], [-3.56049, -1.49957, -1.33275], [2.64611, -1.28047, -4.99265], [0.96761, 1.98503, 2.40455], [-4.19599, -3.59627, 1.68475], [1.91821, -1.36167, 3.44135], [-3.89689, 2.06433, -2.05885], [1.14181, 5.47453, 0.42585], [2.88481, -3.24607, 1.55205], [-1.04799, -1.15417, 4.92525], [-0.01149, -2.42937, 6.30045], [0.10421, 2.81863, -0.27375]]}

=====

Entry 2:
{"formula": "C40H40GeMoNP2S3Sb", "method": "ωB97M-V/def2-TZVPD", "e_lumo_ev": [-3.193, -3.186], "multiplicity": 2, "e_above_lowest_ev": 0.000, "total_charge": 1, "elements": ["C", "H", "C", "C", "P", "H", "H", "H", "C", "H", "H", "C", "C", "C", "H", "C", "C", "C", "H", "C", "H", "C", "C", "Ge", "C", "Mo", "C", "C", "S", "H", "H", "C", "C", "H", "C", "H", "H", "C", "H", "H", "H", "C", "P", "C", "C", "H", "N", "H", "C", "C", "H", "C", "H", "C", "H", "Sb", "H", "H", "H", "H", "C", "C", "H", "C", "H", "H", "H", "C", "S", "H", "C", "C", "C", "C", "C", "C", "H", "C", "C", "H", "C", "H", "S", "H", "H", "H", "H", "H", "H"], "positions_angstrom": [[1.59612, -4.04497, -1.39837], [-1.63973, -3.67948, -1.55191], [3.02197, 1.16876, 1.45775], [-3.04197, -0.57420, -1.51720], [2.26315, -1.45728, 1.66258], [0.19773, -0.29694, -3.95634], [-3.27940, -1.25461, 1.59358], [-4.02741, -1.76697, -4.54450], [4.53394, -2.46450, 5.48866], [-4.12791, 2.95155, 1.55380], [5.45091, 0.60859, -1.50979], [3.15310, -2.59549, 5.45161], [-3.65782, -0.62582, -2.76454], [-4.40548, 1.94875, 3.42507], [-4.22688, 0.22490, -3.12272], [2.45800, -2.28271, 4.29471], [-3.54128, -1.74793, -3.57769], [-1.05767, 1.19421, -0.20016], [0.30248, -1.88379, -1.75824], [1.68968, -2.87946, -0.65411], [1.37873, -2.36757, 4.26546], [-2.18914, -2.81334, -1.90597], [-5.10031, 2.49585, -1.77607], [-2.97763, 1.04454, -0.42300], [-4.05765, 2.00539, 2.08073], [0.59953, 0.36070, -0.25808], [3.14878, -0.09725, 0.87423], [-3.17108, 3.82602, -1.27494], [-0.19214, 2.41460, 0.87361], [5.07356, -2.70200, 6.39586], [1.84616, -1.35400, -1.93039], [-3.63758, 0.86069, 1.40079], [5.22889, -2.01808, 4.37177], [-0.00451, 1.30758, -4.68252], [-3.79127, 4.93867, -1.82633], [1.04504, 3.76143, -1.75779], [0.73863, 3.62187, -3.50835], [2.89817, -4.07776, 1.04253], [-4.73574, 2.84407, 3.93654], [-5.55182, 5.69101, -2.79234], [-5.63635, 1.55258, -1.74532], [2.80952, -5.24032, 0.29275], [0.94219, 1.44712, -2.42856], [-3.58317, -0.34517, 2.09984], [4.64712, 2.01189, -0.09621], [5.08144, -1.33990, 2.34611], [1.15351, -1.64957, -1.24198], [2.36403, 1.33439, 2.30508], [-5.72297, 3.60283, -2.33207], [4.01021, -0.30113, -0.20608], [-1.79546, -1.67593, -0.14144], [4.76805, 0.75754, -0.68394], [-0.56428, 3.30954, -2.34048], [2.14885, -5.22583, -0.92129], [-3.89672, -1.35215, 3.96883], [-0.68647, 1.74656, 3.21020], [-1.13290, 0.73409, -3.42646], [-3.28400, 5.89477, -1.83250], [3.27883, 2.04568, -2.63987], [4.11271, -1.28912, -0.64154], [0.50489, 3.20818, -2.52633], [3.77207, 2.22325, 0.96022], [2.61564, -2.93269, 6.32740], [-5.06607, 4.82533, -2.36129], [-2.72717, -3.72092, -3.77979], [3.39374, -4.09558, 2.00434], [2.06775, -6.13041, -1.50894], [-3.93343, -0.40695, 3.44232], [0.99635, 2.79987, 4.18211], [3.66993, 3.20123, 1.41126], [-2.80668, -2.84299, -3.15156], [-3.81032, 2.58748, -1.25085], [3.15351, -1.84101, 3.17301], [4.54057, -1.70246, 3.21261], [-0.09267, 0.73699, -3.75599], [2.58610, 1.45159, -3.23555], [2.99055, 0.43951, -3.30982], [-2.30162, -1.68721, -1.10309], [2.33419, -2.88999, 0.58335], [5.24409, 2.83303, -0.47277], [-4.34092, 0.74166, 4.10712], [-2.18334, 3.93318, -0.83869], [0.33788, -1.02888, 1.97657], [6.30406, -1.90778, 4.40928], [3.24803, -6.15599, 0.66457], [2.52265, 1.87503, -4.23871], [-4.61693, 0.69473, 5.15260], [-6.72257, 3.51456, -2.73728], [1.09543, -4.02563, -2.35910]]}